Record 1
C25H33BrFeN5O2S3 | ωB97M-V with the def2-TZVPD basis set

The geometry in XYZ format:
```
70
Properties=species:S:1:pos:R:3:lowdin_charge:R:1
Br 0.754 0.722 -2.483 0.98
Fe 0.450 1.062 0.166 0.58
S 2.650 -3.042 1.860 1.01
S 2.922 0.457 -0.146 0.86
S 0.373 -1.341 0.847 0.73
O -3.088 4.266 0.205 0.09
O -0.921 2.519 0.286 -0.23
N 1.595 2.983 -0.002 -0.15
N 1.666 -3.242 -0.473 -0.02
N -2.279 0.620 0.219 0.05
N 1.276 1.330 2.224 -0.15
N -1.399 0.258 -0.707 -0.17
C -1.733 1.720 1.045 -0.44
C 3.612 1.921 -0.989 -0.39
C -3.432 1.761 2.887 -0.05
C 2.514 0.626 2.604 -0.24
C -3.498 3.585 1.292 -0.26
C 1.545 -2.538 0.633 -1.05
C -4.531 2.275 3.546 -0.08
C -2.331 -4.718 -2.411 -0.06
C -1.974 -4.804 -4.788 -0.05
C -2.509 -5.356 -3.632 -0.05
C -0.295 -1.731 -3.469 -0.07
C -5.116 3.447 3.080 -0.06
C 2.574 -4.385 -0.487 -0.16
C -1.253 -3.625 -4.727 -0.02
C 1.297 2.795 2.438 -0.15
C -0.507 -0.731 -2.607 -0.55
C 3.608 0.642 1.537 -0.37
C 2.053 3.486 1.310 -0.14
C -1.610 -0.518 -1.697 -0.18
C -2.903 2.391 1.763 -0.11
C -4.609 4.092 1.972 0.01
C 3.389 -4.345 0.813 -0.35
C -1.628 -3.528 -2.348 -0.06
C 2.615 3.097 -1.051 -0.24
C -1.084 -2.960 -3.508 -0.23
H 0.514 -1.642 -4.186 0.12
H 4.532 2.178 -0.468 0.09
H -2.288 3.856 -0.137 0.08
H -3.276 0.557 0.048 0.17
H -5.983 3.853 3.584 0.12
H -4.926 1.773 4.417 0.11
H -2.974 0.845 3.248 0.12
H 1.751 3.055 3.398 0.14
H 1.904 4.564 1.392 0.15
H 2.921 1.044 3.529 0.14
H -0.834 -3.196 -5.629 0.12
H 0.775 3.520 -0.270 0.12
H 4.200 1.552 1.560 0.08
H -2.567 -0.995 -1.886 0.16
H 3.164 4.037 -0.960 0.14
H -1.152 1.201 1.846 0.11
H -2.115 -5.299 -5.740 0.12
H -3.053 -6.290 -3.678 0.12
H 3.336 -5.280 1.362 0.09
H 3.881 1.595 -1.991 0.08
H -5.047 5.006 1.592 0.13
H -1.473 -3.048 -1.385 0.10
H 4.431 -4.088 0.647 0.09
H 4.278 -0.199 1.705 0.08
H 2.112 3.108 -2.017 0.09
H -2.736 -5.156 -1.508 0.11
H 3.224 -4.322 -1.358 0.13
H 0.266 3.149 2.444 0.12
H 2.240 -0.407 2.797 0.06
H 0.563 0.948 2.840 0.11
H 1.997 -5.307 -0.563 0.13
H 3.122 3.302 1.401 0.11
H 1.018 -3.100 -1.239 0.13
```

Energy above the lowest of the compared OMol25 structures with the same formula, charge and spin, kcal/mol: 18.93
E_tot, hartree: -6428.4468
2S+1: 6
E_HOMO (alpha / beta), eV: -12.73 / -12.72
<S²>: 8.766
Orbital gap (alpha / beta), Ha: 0.259 / 0.202
Charge: +2

=====

Record 2
C25H33Cl2F5InN2O6PSTe2 | ωB97M-V with the def2-TZVPD basis set

The geometry in XYZ format:
```
78
Properties=species:S:1:pos:R:3:lowdin_charge:R:1
Te -3.277 4.460 -3.133 0.35
Te -0.403 2.231 4.172 1.69
In -1.227 2.188 0.418 1.00
Cl -2.705 5.382 0.626 0.49
Cl -3.291 4.246 3.258 0.58
S -1.102 -2.102 -6.524 1.04
P -3.012 2.331 -2.235 -0.02
F 0.136 1.058 5.549 -0.38
F 1.411 2.042 3.684 -0.37
F 0.112 3.633 5.275 -0.35
F -0.381 3.624 2.883 -0.49
F -1.994 2.357 5.147 -0.41
O -3.755 2.153 -0.781 -0.43
O -3.771 1.252 -3.154 -0.30
O -1.620 1.843 -1.880 -0.58
O -1.060 1.059 2.990 -0.70
O -3.055 -3.689 -5.654 0.03
O 4.761 1.146 3.569 0.11
N 1.189 -0.790 1.569 0.00
N 5.541 -0.674 2.466 -0.05
C 2.410 -0.725 4.006 0.05
C -0.125 -1.367 -2.157 -0.23
C 5.612 -3.120 2.996 -0.06
C -0.878 -2.898 -3.860 -0.07
C -2.687 5.656 2.379 -0.96
C -0.043 -0.343 -3.099 -0.03
C 0.483 -1.125 2.672 0.00
C -3.736 -0.139 -2.798 -0.27
C 7.566 -0.357 3.909 -0.06
C -0.396 -0.596 -4.411 -0.08
C -5.526 2.416 0.807 -0.07
C -5.163 2.424 -0.657 -0.30
C -2.889 -3.485 -8.037 -0.07
C 0.261 -1.118 -0.801 0.09
C 6.902 -0.136 2.556 -0.19
C 5.352 -2.031 1.963 -0.20
C -0.802 -1.870 -4.797 -0.51
C -4.261 -0.930 -3.974 -0.06
C 1.089 -1.110 3.906 -0.01
C -2.494 -3.224 -6.606 -0.74
C 3.129 -0.381 2.860 -0.09
C -0.552 -2.639 -2.541 -0.01
C 2.491 -0.400 1.652 0.06
C 4.558 0.097 2.993 -0.43
C 0.607 -0.926 0.330 0.00
H -3.329 6.501 2.598 0.03
H 0.233 0.656 -2.797 0.11
H -6.605 2.530 0.920 0.08
H 7.750 -1.412 4.110 0.06
H -3.664 -0.720 -4.863 0.07
H 2.892 -0.663 4.973 0.15
H -0.621 -3.428 -1.803 0.12
H -0.547 -1.394 2.508 0.15
H -5.296 -0.663 -4.185 0.08
H -3.552 -4.346 -8.067 0.09
H 2.955 -0.131 0.715 0.17
H -0.371 0.208 -5.136 0.12
H -1.194 -3.885 -4.155 0.11
H 6.658 -3.151 3.294 0.06
H -2.712 -0.424 -2.552 0.09
H 6.837 0.933 2.361 0.12
H -4.355 -0.294 -1.910 0.12
H 5.008 -2.956 3.890 0.08
H 5.352 -4.095 2.582 0.08
H -5.711 1.654 -1.207 0.11
H 6.941 0.051 4.702 0.08
H -5.372 3.390 -1.122 0.07
H 0.502 -1.345 4.780 0.13
H -3.416 -2.610 -8.421 0.09
H -1.665 5.829 2.694 0.02
H -4.205 -1.999 -3.768 0.07
H 6.015 -2.155 1.105 0.12
H -2.013 -3.653 -8.662 0.07
H 8.525 0.162 3.937 0.08
H 4.338 -2.133 1.583 0.10
H -5.230 1.476 1.276 0.08
H 7.480 -0.592 1.751 0.12
H -5.035 3.234 1.333 0.02
```

Energy above the lowest of the compared OMol25 structures with the same formula, charge and spin, kcal/mol: 60.77
E_tot, hartree: -4418.8597
E_HOMO, eV: -6.72
Orbital gap, Ha: 0.180
Charge: 0

=====

Record 3
C25H33N2PPt | ωB97M-V with the def2-TZVPD basis set

The geometry in XYZ format:
```
62
Properties=species:S:1:pos:R:3:lowdin_charge:R:1
Pt 0.372 -0.963 -0.156 0.98
P 2.606 -1.278 -0.639 0.64
N -0.588 0.205 1.446 -0.11
N -1.303 -1.464 -1.673 -0.39
C -1.878 1.025 -1.737 -0.14
C -2.632 -2.161 3.430 -0.10
C 2.119 2.106 -2.870 -0.06
C -2.103 -1.482 2.338 -0.07
C -1.284 3.582 2.842 -0.10
C -0.896 -1.502 -3.105 -0.07
C 2.576 -2.447 -2.017 -0.27
C 3.891 -1.899 0.458 -0.23
C 0.582 2.365 1.166 -0.06
C 1.015 2.848 -3.285 -0.08
C 3.153 0.253 -1.526 -0.29
C -0.495 -0.397 3.802 -0.04
C 0.678 3.717 1.431 -0.10
C -2.082 -1.986 4.711 -0.11
C -0.252 2.483 -2.855 -0.05
C -0.245 4.347 2.277 -0.12
C 0.649 0.652 -1.540 -0.24
C -1.053 -0.568 2.507 -0.35
C -0.446 1.374 -2.014 -0.28
C 1.933 1.024 -1.994 -0.32
C -1.375 2.218 2.565 -0.04
C -2.002 -2.786 -1.385 -0.14
C -2.247 -0.391 -1.287 -0.23
C -0.446 1.564 1.693 -0.30
C -0.981 -1.124 4.886 -0.09
H 3.137 2.345 -3.207 0.11
H -2.187 1.634 3.003 0.11
H -2.495 -2.547 5.553 0.09
H -1.289 -3.619 -1.197 0.06
H 1.299 1.894 0.501 0.06
H -0.524 -0.532 -3.451 0.09
H -3.258 -0.615 -1.679 0.13
H -2.031 4.067 3.495 0.10
H 3.983 -1.258 1.345 0.05
H 3.758 0.841 -0.803 0.10
H 2.022 -3.334 -1.710 0.04
H -2.496 -1.635 1.335 0.06
H -0.519 -1.014 5.873 0.10
H 3.587 -2.746 -2.299 0.04
H 3.816 -0.024 -2.367 0.10
H 1.875 -0.074 0.438 0.03
H -3.480 -2.826 3.277 0.10
H -2.320 -0.388 -0.170 0.08
H -0.514 -2.528 -0.091 0.03
H -2.275 1.734 -0.982 0.14
H -1.776 -1.811 -3.687 0.09
H 1.158 3.689 -3.962 0.10
H -2.446 1.235 -2.652 0.11
H 1.476 4.311 0.967 0.10
H 3.654 -2.923 0.776 0.06
H 0.332 0.301 3.943 0.12
H 4.840 -1.899 -0.092 0.06
H -0.178 5.428 2.490 0.10
H -2.662 -2.652 -0.491 0.08
H -1.122 3.037 -3.207 0.11
H 2.093 -2.039 -2.911 0.04
H -2.602 -3.089 -2.272 0.09
H -0.124 -2.276 -3.235 0.08
```

Energy above the lowest of the compared OMol25 structures with the same formula, charge and spin, kcal/mol: 12.42
E_tot, hartree: -1542.3819
2S+1: 3
E_HOMO (alpha / beta), eV: -6.03 / -6.13
<S²>: 2.011
Orbital gap (alpha / beta), Ha: 0.234 / 0.171
Charge: 0

=====

Record 4
C25H33O2PdS | ωB97M-V with the def2-TZVPD basis set

The geometry in XYZ format:
```
62
Properties=species:S:1:pos:R:3:lowdin_charge:R:1
Pd 0.464 0.856 0.961 0.66
S 1.983 1.620 2.559 0.57
O -1.187 5.413 -1.253 -0.18
O -2.181 3.442 -2.405 -0.11
C 5.514 -0.152 2.893 -0.13
C 3.153 0.390 2.667 -0.74
C 5.204 -1.522 2.857 -0.13
C -1.867 0.685 1.164 -0.20
C -0.885 -1.406 1.326 -0.18
C -0.582 -0.704 2.528 -0.21
C 1.667 -0.943 -0.402 -0.15
C -3.075 2.902 -4.468 -0.03
C 0.653 -1.087 -1.378 -0.19
C -2.974 3.496 -1.166 -0.16
C -1.683 -0.571 0.501 -0.19
C -0.632 6.190 -0.180 -0.18
C 3.869 -1.926 2.702 -0.11
C 0.400 0.187 -1.962 -0.16
C -4.150 2.981 -1.954 -0.07
C -3.110 2.494 -3.009 -0.53
C -1.990 6.302 -2.066 -0.21
C -1.183 0.602 2.445 -0.27
C 1.207 1.162 -1.325 -0.18
C 4.512 0.793 2.775 -0.15
C 2.853 -0.983 2.642 -0.15
C -1.890 7.757 -1.605 -0.16
C -0.917 7.697 -0.410 -0.16
C 2.087 0.450 -0.403 -0.29
C -2.831 1.012 -2.874 -0.02
H -1.353 8.123 0.503 0.10
H -2.498 1.520 0.845 0.06
H 2.152 -1.741 0.162 0.09
H 3.001 0.844 0.037 0.08
H -1.203 1.366 3.238 0.09
H 0.050 8.184 -0.615 0.10
H 6.550 0.178 3.002 0.09
H -4.748 2.298 -1.378 0.10
H -2.136 -0.851 -0.462 0.09
H -0.215 0.371 -2.856 0.07
H -2.070 2.664 -4.887 0.10
H -3.441 0.439 -3.587 0.09
H -1.116 5.813 0.745 0.12
H -0.076 -1.113 3.418 0.10
H 1.814 -1.298 2.541 0.06
H -3.179 3.993 -4.513 0.08
H -4.706 3.799 -2.428 0.11
H -3.071 6.094 -1.944 0.10
H 5.992 -2.271 2.921 0.08
H 3.616 -2.984 2.623 0.09
H -1.785 0.746 -3.042 0.04
H 0.465 6.034 -0.135 0.12
H -3.830 2.429 -5.111 0.08
H -3.152 4.454 -0.674 0.10
H -0.595 -2.448 1.103 0.10
H 1.259 2.222 -1.584 0.08
H -2.459 2.837 -0.460 0.09
H 0.179 -2.032 -1.693 0.09
H -1.562 8.424 -2.406 0.10
H 4.726 1.864 2.750 0.08
H -2.897 8.072 -1.283 0.10
H -3.129 0.655 -1.889 0.07
H -1.744 6.187 -3.139 0.12
```

Energy above the lowest of the compared OMol25 structures with the same formula, charge and spin, kcal/mol: 0.00
E_tot, hartree: -1648.8142
2S+1: 3
E_HOMO (alpha / beta), eV: -2.68 / -3.57
<S²>: 2.023
Orbital gap (alpha / beta), Ha: 0.193 / 0.225
Charge: -1

=====

Record 5
C25H33O2ReSe | ωB97M-V with the def2-TZVPD basis set

The geometry in XYZ format:
```
62
Properties=species:S:1:pos:R:3:lowdin_charge:R:1
Re -0.986 1.576 1.719 1.19
Se -2.312 1.396 -0.378 0.97
O 2.688 -2.883 -3.598 -0.19
O 0.709 -0.184 0.098 -0.20
C 2.091 -0.632 0.233 -0.55
C 0.092 2.896 2.986 -0.19
C -0.467 -0.036 3.316 -0.17
C -0.955 3.608 2.289 -0.18
C -1.633 0.768 3.667 -0.22
C -2.714 0.340 2.816 -0.19
C -0.675 3.521 0.866 -0.26
C -5.171 4.129 1.106 -0.07
C -6.244 3.290 1.440 -0.07
C -2.239 -0.739 1.997 -0.18
C 3.010 0.423 -0.336 -0.01
C 0.399 -1.285 -0.793 -0.15
C -3.952 2.217 0.257 -0.55
C -4.041 3.605 0.478 -0.12
C 4.527 -4.244 -4.513 -0.16
C 0.989 2.345 2.003 -0.18
C -6.196 1.925 1.130 -0.07
C 1.808 -1.847 -0.695 -0.04
C 3.270 -4.497 -5.362 -0.16
C 0.519 2.730 0.692 -0.21
C -0.888 -0.998 2.337 -0.10
C 2.444 -0.975 1.656 -0.01
C 2.309 -3.368 -4.922 -0.18
C -5.055 1.388 0.530 -0.14
C 4.010 -3.406 -3.318 -0.20
H 3.484 -4.466 -6.434 0.11
H 2.841 -5.475 -5.108 0.11
H -3.733 0.701 2.875 0.11
H -7.036 1.268 1.353 0.11
H 1.260 -3.700 -4.895 0.12
H 3.949 -4.039 -2.411 0.11
H 4.682 -2.557 -3.094 0.11
H 1.006 2.517 -0.254 0.12
H 2.364 -0.099 2.310 0.06
H -1.718 1.436 4.518 0.12
H 2.393 -2.533 -5.649 0.12
H 1.861 -2.810 -0.172 0.13
H 5.253 -3.648 -5.086 0.11
H -5.208 5.195 1.339 0.11
H -0.382 -1.907 -0.358 0.11
H -1.746 4.198 2.743 0.13
H -4.979 0.325 0.294 0.10
H 1.906 1.807 2.217 0.11
H 0.108 -0.895 -1.770 0.12
H -0.306 -1.849 2.006 0.11
H 3.032 1.298 0.323 0.07
H 3.480 -1.324 1.698 0.11
H -2.823 -1.302 1.279 0.11
H 2.350 -1.831 -1.646 0.10
H 5.006 -5.171 -4.180 0.11
H 0.487 -0.027 3.834 0.12
H 4.028 0.028 -0.420 0.10
H -3.218 4.253 0.183 0.09
H -1.207 4.040 0.085 0.09
H 2.652 0.735 -1.322 0.10
H -7.130 3.703 1.928 0.11
H 0.211 2.829 4.065 0.13
H 1.797 -1.763 2.047 0.08
```

Energy above the lowest of the compared OMol25 structures with the same formula, charge and spin, kcal/mol: 0.00
E_tot, hartree: -3602.2046
2S+1: 4
E_HOMO (alpha / beta), eV: -9.17 / -10.89
<S²>: 3.767
Orbital gap (alpha / beta), Ha: 0.265 / 0.194
Charge: +1

=====

Record 6
C25H33O2ScSe | ωB97M-V with the def2-TZVPD basis set

The geometry in XYZ format:
```
62
Properties=species:S:1:pos:R:3:lowdin_charge:R:1
Se -1.216 3.546 -0.183 0.67
Sc -0.036 1.203 0.123 0.88
O -0.391 -3.210 -0.126 -0.19
O -1.845 0.061 -1.976 -0.22
C 0.097 4.739 2.013 -0.18
C 0.936 0.469 -2.114 -0.16
C -4.337 0.045 -2.133 -0.16
C 0.875 -0.564 2.177 -0.12
C -1.203 -3.727 0.973 -0.20
C 0.359 -4.900 -1.652 -0.03
C -0.363 -4.986 1.123 -0.05
C 2.251 1.642 -0.607 -0.21
C -0.587 1.215 2.443 -0.24
C 1.639 0.635 2.153 -0.15
C -2.334 -1.301 -2.278 -0.17
C 0.754 1.733 2.358 -0.20
C 2.062 -3.785 0.190 -0.03
C 1.530 4.648 0.058 -0.14
C 1.138 5.308 2.745 -0.11
C 2.015 -0.383 -1.681 -0.09
C -3.839 -1.330 -2.598 -0.15
C 0.561 -4.345 -0.191 -0.35
C 2.653 0.274 -0.600 -0.15
C 1.244 1.789 -1.630 -0.29
C 2.556 5.226 0.788 -0.09
C -3.124 0.860 -1.731 -0.16
C 2.379 5.549 2.154 -0.09
C 0.291 4.347 0.667 -0.66
C -0.506 -0.209 2.295 -0.16
H 0.326 -4.955 1.977 0.08
H 3.513 5.481 0.311 0.11
H -2.228 -1.904 -1.350 0.10
H 1.079 2.749 2.566 0.09
H 3.188 6.023 2.721 0.10
H -4.055 -1.557 -3.656 0.11
H -4.254 -2.130 -1.968 0.11
H -3.071 1.081 -0.647 0.09
H -4.924 0.529 -2.914 0.11
H 3.344 -0.192 0.100 0.10
H 2.754 2.444 -0.085 0.10
H 0.955 5.593 3.780 0.10
H 3.004 -4.439 0.285 0.09
H 0.392 -6.001 -1.728 0.08
H 2.288 -3.377 1.203 0.05
H 0.104 0.198 -2.769 0.09
H -0.602 -4.575 -2.120 0.08
H -0.889 4.539 2.451 0.10
H 1.276 -1.565 2.286 0.09
H -1.016 -3.096 1.869 0.09
H -1.688 -1.808 -3.021 0.13
H 2.414 -2.908 -0.460 0.07
H 1.127 -4.406 -2.279 0.07
H -1.499 1.762 2.693 0.10
H -2.284 -3.688 0.714 0.12
H -3.108 1.844 -2.214 0.11
H 1.631 4.461 -1.016 0.10
H 2.427 -1.247 -2.213 0.10
H 2.724 0.710 2.086 0.11
H 0.843 2.723 -2.011 0.07
H -1.328 -0.910 2.462 0.09
H -4.954 -0.088 -1.240 0.11
H -1.048 -5.840 1.427 0.11
```

Energy above the lowest of the compared OMol25 structures with the same formula, charge and spin, kcal/mol: 119.64
E_tot, hartree: -4284.8831
E_HOMO, eV: -7.18
Orbital gap, Ha: 0.277
Charge: 0

=====

Record 7
C25H34B2F8N5PSn | ωB97M-V with the def2-TZVPD basis set

The geometry in XYZ format:
```
76
Properties=species:S:1:pos:R:3:lowdin_charge:R:1
Sn -0.009 -1.117 -0.191 1.53
P 0.435 0.220 -3.207 1.07
F -0.059 -3.413 -1.320 0.00
F 2.100 -4.169 -1.607 0.19
F 1.498 -0.083 1.111 -0.05
F -0.410 1.125 0.861 0.01
F 0.555 0.953 2.955 0.16
F 1.565 2.231 1.349 0.20
F 0.874 -4.832 0.232 0.19
F 1.572 -2.636 0.048 -0.08
N -0.836 -1.738 1.924 -0.03
N -3.143 -1.211 7.820 0.07
N -1.626 -1.490 6.320 -0.07
N -2.495 -2.097 7.171 0.05
N -1.117 -2.041 4.065 0.01
C 3.488 2.248 -1.435 -0.07
C -2.253 -0.134 -3.535 -0.11
C -1.743 -0.134 6.424 -0.17
C -1.523 2.018 -2.559 -0.09
C 2.567 3.781 -3.032 -0.07
C 1.758 0.325 -5.749 -0.08
C -2.535 2.379 7.163 -0.08
C 1.639 2.827 -3.414 -0.10
C -1.129 0.943 5.770 0.01
C 3.495 3.494 -2.039 -0.08
C -2.716 0.035 7.395 -0.23
C -3.132 1.312 7.788 -0.01
C 2.548 1.300 -1.819 -0.12
C -1.207 0.989 -3.654 -0.70
C -2.373 -1.819 3.534 -0.02
C 2.444 -1.387 -4.077 -0.10
C -0.820 -2.306 5.465 -0.06
C 0.282 -1.649 -5.261 -0.10
C -0.213 -1.992 3.063 -0.32
C 1.250 -0.624 -4.663 -0.70
C 1.246 -2.196 3.264 0.02
C -1.356 1.636 -5.032 -0.08
C 1.607 1.566 -2.810 -0.36
C -2.180 -1.627 2.211 -0.10
C -1.548 2.192 6.165 -0.07
B 1.145 -3.877 -0.694 -1.25
B 0.809 1.141 1.611 -1.26
H 2.565 4.752 -3.510 0.10
H -3.256 -1.808 4.147 0.13
H -1.112 3.061 5.691 0.11
H -2.824 3.386 7.430 0.10
H -2.544 2.381 -2.709 0.09
H 2.274 -0.259 -6.518 0.09
H 0.937 3.073 -4.198 0.09
H 1.435 -3.031 3.937 0.09
H -0.121 -2.320 -4.499 0.08
H 2.141 -2.110 -3.316 0.07
H -1.245 0.912 -5.838 0.07
H 0.957 0.875 -6.239 0.06
H -2.188 -0.655 -2.576 0.05
H -3.253 0.303 -3.607 0.09
H 1.726 -2.423 2.317 0.07
H 4.211 4.243 -1.731 0.10
H -0.851 2.874 -2.574 0.07
H -0.549 -1.182 -5.787 0.06
H -2.913 -1.417 1.451 0.11
H -0.648 2.444 -5.210 0.06
H -0.387 0.819 4.994 0.09
H 1.703 -1.293 3.669 0.10
H 2.566 0.331 -1.330 0.09
H -1.051 -3.338 5.726 0.14
H -2.159 -0.882 -4.319 0.06
H 0.239 -2.117 5.626 0.14
H 4.195 2.016 -0.650 0.11
H -2.361 2.061 -5.113 0.09
H 2.931 -1.941 -4.885 0.09
H 0.824 -2.263 -5.985 0.09
H -3.888 1.442 8.548 0.11
H -1.469 1.588 -1.556 0.06
H 2.473 1.046 -5.350 0.08
H 3.186 -0.712 -3.647 0.08
```

Energy above the lowest of the compared OMol25 structures with the same formula, charge and spin, kcal/mol: 0.00
E_tot, hartree: -2651.6201
E_HOMO, eV: -8.16
Orbital gap, Ha: 0.299
Charge: 0